# 1
This record from the OMol25 dataset describes the ion C5H9N with charge +1. The level of theory is ωB97M-V/def2-TZVPD.

## Properties
- HOMO-LUMO gap (spin up / spin down): 9.681 / 8.549 eV
- F_max: 1.88 eV/A
- Calculated total energy: -6811.188 eV
- <S²>: 0.77
- ΔE to the lowest compared entry with this formula, charge and spin: 38.9 kcal/mol
- Lowest unoccupied orbital energy (spin up / spin down): -5.019 / -7.595 eV
- Highest occupied orbital energy (spin up / spin down): -14.70 / -16.14 eV

The geometry in ORCA input format:
```
! wB97M-V def2-TZVPD RIJCOSX def2/J DEFGRID3
* xyz 1 2
C 1.45 1.78 -0.92
C 1.01 0.28 -0.92
C -0.03 -0.09 0.04
C -0.24 -1.32 0.60
N -1.22 -1.54 1.47
C -2.46 -1.27 1.44
H 1.22 2.24 0.02
H 1.06 2.31 -1.78
H 2.54 1.77 -0.99
H 1.91 -0.28 -0.67
H 0.89 -0.03 -1.96
H -0.65 0.73 0.33
H 0.38 -2.21 0.48
H -2.97 -1.31 2.40
H -2.89 -1.05 0.46
*
```

# 2
This record from the OMol25 dataset describes the ion C5H9N2 with charge +1. The level of theory is ωB97M-V/def2-TZVPD.

## Properties
- HOMO-LUMO gap: 10.233 eV
- F_max: 4.69 eV/A
- Calculated total energy: -8301.725 eV
- ΔE to the lowest compared entry with this formula, charge and spin: 92.4 kcal/mol
- Lowest unoccupied orbital energy: -5.363 eV
- Highest occupied orbital energy: -15.60 eV

The geometry in ORCA input format:
```
! wB97M-V def2-TZVPD RIJCOSX def2/J DEFGRID3
* xyz 1 1
C -0.03 1.15 -1.78
C -1.08 0.49 -0.90
N -1.71 -0.62 -1.11
C -1.40 -1.73 -0.57
C -0.49 -1.54 0.56
N -0.05 -0.37 0.76
C 0.96 -0.23 1.75
H 0.77 0.47 -1.95
H 0.32 2.04 -1.25
H -0.45 1.22 -2.70
H -1.82 1.15 -0.35
H -1.74 -2.72 -0.69
H -0.18 -2.32 1.33
H 1.10 0.91 1.93
H 1.94 -0.58 1.52
H 0.69 -0.59 2.75
*
```

# 3
This record from the OMol25 dataset describes the ion C5H9N2 with charge +1. The level of theory is ωB97M-V/def2-TZVPD.

## Properties
- HOMO-LUMO gap: 7.808 eV
- F_max: 2.73 eV/A
- Calculated total energy: -8297.680 eV
- ΔE to the lowest compared entry with this formula, charge and spin: 185.7 kcal/mol
- Lowest unoccupied orbital energy: -5.319 eV
- Highest occupied orbital energy: -13.13 eV

The geometry in ORCA input format:
```
! wB97M-V def2-TZVPD RIJCOSX def2/J DEFGRID3
* xyz 1 1
C 0.32 -1.40 -0.90
C -1.73 -2.47 -1.47
C -0.07 1.95 0.65
C 0.78 1.41 1.70
C -0.21 -0.38 0.13
N -0.52 -2.54 -1.20
N 0.69 0.67 0.39
H 0.54 -0.95 -1.82
H 1.20 -1.78 -0.33
H -2.21 -3.48 -1.42
H -2.31 -1.49 -1.75
H -1.15 1.88 0.64
H 0.01 2.79 -0.06
H 1.80 1.89 1.96
H 0.51 0.76 2.58
H 1.54 0.93 -0.15
*
```

# 4
This record from the OMol25 dataset describes the ion C5H9N2 with charge +1. The level of theory is ωB97M-V/def2-TZVPD.

## Properties
- HOMO-LUMO gap: 9.561 eV
- F_max: 5.63 eV/A
- Calculated total energy: -8299.643 eV
- ΔE to the lowest compared entry with this formula, charge and spin: 140.4 kcal/mol
- Lowest unoccupied orbital energy: -3.280 eV
- Highest occupied orbital energy: -12.84 eV

The geometry in ORCA input format:
```
! wB97M-V def2-TZVPD RIJCOSX def2/J DEFGRID3
* xyz 1 1
C 3.81 -0.33 0.21
N 2.90 0.45 -0.14
C 1.47 0.39 -0.21
C 0.28 0.07 0.44
N -0.93 0.19 -0.32
C -2.25 -0.48 -0.20
C -1.97 0.81 0.43
H 4.67 0.21 0.21
H 3.63 -1.35 0.20
H 1.36 0.68 -1.31
H 0.28 -0.20 1.44
H -0.89 0.33 -1.33
H -2.20 -1.30 0.36
H -2.75 -0.66 -1.08
H -2.52 1.67 0.01
H -1.90 0.90 1.46
*
```

# 5
This record from the OMol25 dataset describes the ion C5H9N2 with charge +1. The level of theory is ωB97M-V/def2-TZVPD.

## Properties
- HOMO-LUMO gap: 11.020 eV
- F_max: 3.87 eV/A
- Calculated total energy: -8301.004 eV
- ΔE to the lowest compared entry with this formula, charge and spin: 109.0 kcal/mol
- Lowest unoccupied orbital energy: -3.384 eV
- Highest occupied orbital energy: -14.40 eV

The geometry in ORCA input format:
```
! wB97M-V def2-TZVPD RIJCOSX def2/J DEFGRID3
* xyz 1 1
C 0.42 -1.73 -0.40
C 0.89 -0.29 -0.17
C 0.73 0.25 1.34
N -0.41 1.24 1.28
C -0.80 1.19 0.02
C -1.45 1.11 -1.28
N -0.09 0.51 -0.81
H -0.47 -1.97 0.19
H 1.17 -2.38 -0.02
H 0.35 -1.92 -1.43
H 1.91 -0.13 -0.60
H 0.52 -0.68 1.89
H 1.59 0.69 1.63
H -0.80 1.85 2.01
H -2.28 0.44 -1.62
H -1.28 1.80 -2.02
*
```

# 6
This record from the OMol25 dataset describes the ion C5H9N2 with charge +1. The level of theory is ωB97M-V/def2-TZVPD.

## Properties
- HOMO-LUMO gap: 10.348 eV
- F_max: 4.58 eV/A
- Calculated total energy: -8301.242 eV
- ΔE to the lowest compared entry with this formula, charge and spin: 103.5 kcal/mol
- Lowest unoccupied orbital energy: -4.881 eV
- Highest occupied orbital energy: -15.23 eV

The geometry in ORCA input format:
```
! wB97M-V def2-TZVPD RIJCOSX def2/J DEFGRID3
* xyz 1 1
C -2.31 -1.87 1.26
C -0.86 -1.67 1.23
N 0.28 -1.61 1.39
C 1.58 -1.07 0.67
N 1.76 -0.17 -0.16
C 0.74 0.63 -0.88
C 1.27 2.03 -0.76
H -2.50 -3.01 1.32
H -2.71 -1.51 0.42
H -2.66 -1.31 2.15
H 2.40 -1.67 0.98
H 1.01 0.21 -1.87
H -0.27 0.42 -0.47
H 0.84 2.76 -1.34
H 1.19 2.49 0.27
H 2.27 2.23 -0.98
*
```

# 7
This record from the OMol25 dataset describes the ion C5H9N2 with charge +1. The level of theory is ωB97M-V/def2-TZVPD.

## Properties
- HOMO-LUMO gap: 8.656 eV
- F_max: 1.65 eV/A
- Calculated total energy: -8302.269 eV
- ΔE to the lowest compared entry with this formula, charge and spin: 79.9 kcal/mol
- Lowest unoccupied orbital energy: -4.642 eV
- Highest occupied orbital energy: -13.30 eV

The geometry in ORCA input format:
```
! wB97M-V def2-TZVPD RIJCOSX def2/J DEFGRID3
* xyz 1 1
C 2.84 0.51 -0.06
N 1.75 -0.05 -0.30
C 1.07 -1.13 0.06
C -0.29 -1.11 0.22
N -1.01 0.05 0.10
C -0.49 1.22 0.26
C -2.39 -0.08 -0.31
H 3.18 1.29 -0.72
H 3.45 0.30 0.82
H 1.58 -2.08 0.01
H -0.84 -2.03 0.36
H -1.05 2.10 0.00
H 0.45 1.36 0.76
H -2.71 0.82 -0.83
H -2.52 -0.94 -0.96
H -3.02 -0.21 0.57
*
```

# 8
This record from the OMol25 dataset describes the ion C5H9N2 with charge +1. The level of theory is ωB97M-V/def2-TZVPD.

## Properties
- HOMO-LUMO gap: 9.949 eV
- F_max: 6.03 eV/A
- Calculated total energy: -8301.942 eV
- ΔE to the lowest compared entry with this formula, charge and spin: 87.4 kcal/mol
- Lowest unoccupied orbital energy: -3.801 eV
- Highest occupied orbital energy: -13.75 eV

The geometry in ORCA input format:
```
! wB97M-V def2-TZVPD RIJCOSX def2/J DEFGRID3
* xyz 1 1
C 0.53 -0.98 -1.28
C -0.27 0.00 -1.56
N -0.21 1.17 -0.65
C -0.77 0.64 0.66
C -0.12 -0.48 1.41
C 1.24 -0.65 0.91
N 1.43 -0.95 -0.29
H 0.55 -1.74 -2.07
H -0.89 0.08 -2.45
H -0.82 1.87 -0.98
H 0.79 1.47 -0.67
H -1.94 0.36 0.58
H -0.85 1.65 1.26
H -0.04 -0.20 2.41
H -0.70 -1.39 1.18
H 2.08 -0.84 1.54
*
```

# 9
This record from the OMol25 dataset describes the ion C5H9N2 with charge +1. The level of theory is ωB97M-V/def2-TZVPD.

## Properties
- HOMO-LUMO gap: 9.225 eV
- F_max: 2.73 eV/A
- Calculated total energy: -8302.953 eV
- ΔE to the lowest compared entry with this formula, charge and spin: 64.1 kcal/mol
- Lowest unoccupied orbital energy: -4.308 eV
- Highest occupied orbital energy: -13.53 eV

The geometry in ORCA input format:
```
! wB97M-V def2-TZVPD RIJCOSX def2/J DEFGRID3
* xyz 1 1
C 1.22 -1.61 -0.12
C -0.12 -0.96 -0.25
N -1.26 -1.44 -0.07
C -2.17 -0.39 0.04
C -1.58 0.82 -0.03
C -0.12 0.61 -0.33
N 0.98 1.43 0.45
H 1.85 -1.00 0.53
H 1.73 -1.71 -1.07
H 1.13 -2.59 0.33
H -3.20 -0.64 0.19
H -2.09 1.76 -0.04
H 0.04 0.83 -1.39
H 1.91 1.17 0.10
H 0.88 1.31 1.46
H 0.79 2.41 0.21
*
```

# 10
This record from the OMol25 dataset describes the ion C5H9N2 with charge +1. The level of theory is ωB97M-V/def2-TZVPD.

## Properties
- HOMO-LUMO gap (spin up / spin down): 7.307 / 5.894 eV
- F_max: 6.77 eV/A
- Calculated total energy: -8298.614 eV
- <S²>: 2.02
- ΔE to the lowest compared entry with this formula, charge and spin: 35.5 kcal/mol
- Lowest unoccupied orbital energy (spin up / spin down): -4.525 / -8.007 eV
- Highest occupied orbital energy (spin up / spin down): -11.83 / -13.90 eV

The geometry in ORCA input format:
```
! wB97M-V def2-TZVPD RIJCOSX def2/J DEFGRID3
* xyz 1 3
C -0.84 1.23 0.00
C 0.53 1.24 -0.04
C -1.49 -0.12 -0.04
C 1.30 0.04 0.36
C 2.42 -0.65 -0.23
N -0.68 -1.13 -0.09
N -2.82 -0.07 0.04
H -1.30 2.20 -0.02
H 1.13 2.18 -0.27
H 1.14 -0.42 1.40
H 2.15 -0.76 -1.37
H 2.48 -1.57 0.16
H 3.32 0.11 -0.05
H -0.89 -1.99 0.33
H -3.24 0.66 -0.48
H -3.21 -0.94 0.31
*
```

# 11
This record from the OMol25 dataset describes the ion C5H9N2 with charge +1. The level of theory is ωB97M-V/def2-TZVPD.

## Properties
- HOMO-LUMO gap (spin up / spin down): 7.506 / 8.572 eV
- F_max: 3.93 eV/A
- Calculated total energy: -8297.813 eV
- <S²>: 2.02
- ΔE to the lowest compared entry with this formula, charge and spin: 54.0 kcal/mol
- Lowest unoccupied orbital energy (spin up / spin down): -4.741 / -6.969 eV
- Highest occupied orbital energy (spin up / spin down): -12.25 / -15.54 eV

The geometry in ORCA input format:
```
! wB97M-V def2-TZVPD RIJCOSX def2/J DEFGRID3
* xyz 1 3
C 0.97 0.64 -1.18
C 0.62 -1.04 1.41
C -0.47 0.51 -0.95
C 0.03 -1.95 2.32
C -1.33 1.60 -1.38
N 1.46 -0.56 0.74
N 1.92 0.03 -0.25
H 1.41 0.25 -2.14
H 1.29 1.70 -1.31
H -0.97 -0.09 -0.24
H -0.79 -1.49 2.71
H 0.75 -2.22 3.22
H -0.23 -2.94 1.75
H -1.73 2.19 -0.67
H -2.12 1.19 -1.96
H -0.83 2.19 -2.08
*
```

# 12
This record from the OMol25 dataset describes the ion C5H9N2 with charge +1. The level of theory is ωB97M-V/def2-TZVPD.

## Properties
- HOMO-LUMO gap (spin up / spin down): 8.276 / 6.681 eV
- F_max: 10.58 eV/A
- Calculated total energy: -8298.033 eV
- <S²>: 2.01
- ΔE to the lowest compared entry with this formula, charge and spin: 48.9 kcal/mol
- Lowest unoccupied orbital energy (spin up / spin down): -3.466 / -8.848 eV
- Highest occupied orbital energy (spin up / spin down): -11.74 / -15.53 eV

The geometry in ORCA input format:
```
! wB97M-V def2-TZVPD RIJCOSX def2/J DEFGRID3
* xyz 1 3
C 2.39 -0.34 0.02
C 0.83 1.22 0.01
C 1.16 -1.22 -0.06
C -1.17 -0.46 0.18
C -2.29 0.43 -0.10
N 2.19 0.90 0.03
N 0.10 -0.19 0.13
H 3.38 -0.89 0.02
H 0.42 1.58 -0.86
H 0.39 1.73 0.92
H 0.98 -1.47 -1.03
H 0.95 -1.99 0.68
H -1.58 -1.55 0.26
H -3.11 0.04 -0.72
H -1.87 1.44 -0.38
H -2.78 0.76 0.89
*
```